1.
Molecular formula: C7H9BO3
Method: DFT, the ωB97M-V functional and the def2-TZVPD basis

Each line ends with the Löwdin charge.
Cartesian coordinates (Å):
B (-0.102, 1.998, 0.000)  -0.6114
C (-1.712, 0.029, -0.013)  -0.0355
C (-2.104, -1.369, 0.118)  -0.1777
C (-0.446, 0.505, -0.110)  -0.0612
C (2.074, -0.756, 0.077)  -0.2160
C (0.823, -0.281, -0.020)  -0.0020
C (-3.307, -1.918, 0.026)  0.0110
C (3.507, -0.735, -0.135)  0.0049
O (1.121, -1.776, 0.139)  -0.0298
O (1.191, 2.458, 0.306)  0.1283
O (-1.232, 2.765, -0.162)  0.1360
H (-2.574, 0.757, 0.023)  0.1340
H (-1.306, -2.003, 0.301)  0.0706
H (-4.273, -1.249, -0.220)  0.1089
H (-3.501, -2.874, 0.381)  0.0215
H (4.078, 0.141, 0.194)  0.1065
H (3.562, -1.023, -1.147)  0.0871
H (3.916, -1.566, 0.316)  0.0605
H (1.608, 3.192, -0.217)  0.1292
H (-1.323, 3.705, 0.143)  0.1351

Computed properties:
SMILES: C=C/C=C(/B(O)O)C1=C(C)O1
Orbital gap (alpha / beta): 7.000 / 7.002 eV
Relative energy (zero: lowest compared OMol25 entry of this formula, charge and spin): 5.727 eV
M: 151.96 g mol⁻¹

=====

2.
Molecular formula: C18H25Cl2OSi2
Method: DFT, the ωB97M-V functional and the def2-TZVPD basis

Each line ends with the Löwdin charge.
Cartesian coordinates (Å):
C (-0.675, -2.956, 3.204)  -0.1338
Si (0.101, -4.360, 4.106)  0.8485
C (1.898, -4.640, 4.422)  -0.1372
H (-0.192, -2.494, 7.342)  0.0886
O (-0.917, -5.373, 4.913)  -0.2664
Si (-1.898, -5.793, 6.217)  0.4217
C (-2.772, -7.401, 5.839)  -0.1583
C (-0.922, -5.959, 7.825)  -0.1404
C (-3.250, -4.512, 6.499)  -0.1540
H (0.001, -2.081, 3.222)  0.0598
H (-0.823, -3.293, 2.149)  0.0684
H (-1.635, -2.612, 3.645)  0.0691
H (2.441, -3.674, 4.394)  0.0594
H (2.120, -5.095, 5.415)  0.0696
H (2.266, -5.305, 3.596)  0.0693
H (-3.410, -7.725, 6.663)  0.0479
H (-3.435, -7.287, 4.977)  0.0391
H (-2.062, -8.211, 5.648)  0.0391
H (-1.597, -6.212, 8.651)  0.0518
H (-0.186, -6.770, 7.795)  0.0418
H (-0.406, -5.056, 8.163)  0.0103
H (-3.804, -4.736, 7.417)  0.0526
H (-2.901, -3.484, 6.607)  0.0024
H (-4.005, -4.520, 5.706)  0.0434
Cl (-5.376, 1.213, 7.661)  0.7023
C (-3.919, 0.321, 7.727)  -0.6854
C (-2.705, 0.956, 7.406)  -0.0892
C (-1.531, 0.214, 7.437)  -0.0429
C (-1.513, -1.057, 8.019)  -0.2053
C (-0.158, -1.758, 8.108)  -0.1083
C (0.294, -2.589, 9.272)  -0.2301
C (1.620, -3.070, 9.286)  -0.0466
C (2.053, -3.895, 10.318)  -0.0915
C (1.102, -4.426, 11.205)  -0.6939
Cl (1.527, -5.655, 12.307)  0.7056
C (-0.221, -3.966, 11.195)  -0.0899
C (-0.604, -3.041, 10.232)  -0.0460
C (-2.726, -1.698, 8.299)  -0.0790
C (-3.949, -1.028, 8.132)  -0.0804
H (-2.673, 1.992, 7.073)  0.1116
H (-0.592, 0.633, 7.078)  0.1135
H (0.637, -1.063, 7.788)  0.1232
H (2.342, -2.689, 8.563)  0.1135
H (3.095, -4.207, 10.366)  0.1101
H (-0.945, -4.341, 11.908)  0.1106
H (-1.595, -2.627, 10.286)  0.0992
H (-2.743, -2.730, 8.638)  0.0920
H (-4.902, -1.541, 8.293)  0.1142

Computed properties:
Orbital gap: 6.017 eV
Relative energy (zero: lowest compared OMol25 entry of this formula, charge and spin): 0.000 eV
Net charge: +1
M: 384.47 g mol⁻¹

=====

3.
Molecular formula: C4H13N2S
Method: DFT, the ωB97M-V functional and the def2-TZVPD basis

Each line ends with the Löwdin charge.
Cartesian coordinates (Å):
N (-1.513, 0.321, -0.827)  0.1914
C (-0.243, -0.214, -0.174)  -0.3080
C (0.930, 0.791, -0.165)  -0.4479
S (0.782, 2.226, -1.374)  0.6944
C (-0.642, -0.578, 1.315)  -0.1637
N (0.131, -1.792, 1.719)  -0.1169
C (-0.111, -2.980, 0.967)  -0.1500
H (-1.424, 0.667, -1.784)  0.1415
H (-1.878, 1.090, -0.251)  0.1736
H (-2.211, -0.423, -0.914)  0.1740
H (-0.063, -1.209, -0.635)  0.1257
H (0.876, 1.284, 0.823)  0.0720
H (1.902, 0.327, -0.338)  0.0890
H (1.974, 2.711, -0.972)  -0.1106
H (-0.371, 0.210, 2.039)  0.1292
H (-1.707, -0.859, 1.348)  0.1166
H (0.150, -1.774, 2.723)  0.1169
H (-1.088, -3.477, 1.198)  0.0886
H (0.455, -3.838, 1.370)  0.0941
H (-0.017, -2.976, -0.154)  0.0905

Computed properties:
SMILES: CNC[C@@H]([NH3+])CS
Orbital gap: 8.969 eV
Relative energy (zero: lowest compared OMol25 entry of this formula, charge and spin): 1.996 eV
Net charge: +1
M: 121.23 g mol⁻¹

=====

4.
Molecular formula: C53H42HgN12OSSbSi
Method: DFT, the ωB97M-V functional and the def2-TZVPD basis

Each line ends with the Löwdin charge.
Cartesian coordinates (Å):
Hg (1.208, -0.056, 0.401)  1.1160
C (2.962, 4.028, 1.255)  -0.1098
C (1.882, 4.889, 1.008)  -0.1149
C (0.714, 4.365, 0.521)  -0.0500
C (0.609, 2.981, 0.256)  -0.2387
N (1.682, 2.165, 0.492)  -0.0063
C (2.796, 2.683, 0.982)  -0.1594
C (-0.602, 2.359, -0.204)  -0.2679
C (-1.742, 3.086, -0.606)  -0.0402
C (-2.893, 2.414, -0.943)  -0.0984
C (-2.926, 1.021, -0.871)  -0.0611
C (-1.755, 0.345, -0.522)  -0.2471
N (-0.631, 1.000, -0.221)  0.0307
C (-1.719, -1.118, -0.444)  -0.2241
C (-2.695, -1.927, -1.036)  -0.0177
C (-2.607, -3.297, -0.922)  -0.0643
C (-1.551, -3.849, -0.202)  -0.0531
C (-0.626, -2.980, 0.352)  -0.1397
N (-0.697, -1.669, 0.236)  0.0656
H (3.891, 4.404, 1.655)  0.0766
H (1.967, 5.951, 1.213)  0.0878
H (-0.138, 5.011, 0.368)  0.0857
H (3.599, 1.976, 1.168)  0.0832
H (-1.709, 4.164, -0.670)  0.0897
H (-3.777, 2.957, -1.252)  0.0902
H (-3.846, 0.486, -1.050)  0.0875
H (-3.491, -1.490, -1.615)  0.0761
H (-3.343, -3.933, -1.397)  0.0986
H (-1.442, -4.919, -0.099)  0.0955
H (0.221, -3.355, 0.914)  0.1087
N (2.782, -2.988, -0.602)  0.1266
C (3.508, -2.190, 0.250)  -0.4871
N (4.689, -2.548, 0.740)  -0.0053
N (5.049, -1.525, 1.516)  -0.1338
N (4.157, -0.610, 1.506)  -0.0951
N (3.137, -0.979, 0.712)  -0.0868
C (1.882, -2.498, -1.509)  -0.4828
N (1.362, -3.249, -2.479)  0.0649
N (0.533, -2.432, -3.111)  -0.0923
N (0.538, -1.266, -2.563)  -0.1513
N (1.388, -1.251, -1.533)  -0.0396
H (3.230, -3.854, -0.861)  0.1296
S (0.566, 1.549, -3.352)  0.6096
Sb (0.061, -0.008, -5.169)  1.3164
C (-1.711, -1.068, -4.494)  -0.4109
C (-2.785, -0.280, -4.110)  -0.1605
C (-4.042, -0.832, -3.931)  -0.1292
C (-4.237, -2.187, -4.139)  -0.1246
C (-3.159, -2.982, -4.489)  -0.1071
C (-1.906, -2.425, -4.678)  -0.1463
C (0.350, 3.042, -4.266)  -0.6663
C (1.337, 4.022, -4.233)  -0.1156
C (1.193, 5.185, -4.963)  -0.1053
C (0.070, 5.386, -5.752)  -0.1182
C (-0.922, 4.420, -5.781)  -0.1040
C (-0.791, 3.267, -5.032)  -0.1639
C (1.841, -1.239, -5.141)  -0.4489
C (1.866, -2.414, -5.871)  -0.1681
C (3.015, -3.182, -5.923)  -0.1104
C (4.160, -2.762, -5.266)  -0.1124
C (4.149, -1.570, -4.563)  -0.0914
C (2.993, -0.811, -4.503)  -0.1541
H (-2.636, 0.775, -3.927)  0.0762
H (-4.870, -0.205, -3.625)  0.1005
H (-5.221, -2.621, -4.015)  0.0933
H (-3.296, -4.048, -4.619)  0.0958
H (-1.071, -3.058, -4.935)  0.0760
H (2.216, 3.848, -3.632)  0.1003
H (1.966, 5.943, -4.934)  0.0947
H (-0.019, 6.288, -6.340)  0.0874
H (-1.806, 4.557, -6.389)  0.0953
H (-1.569, 2.516, -5.042)  0.0605
H (0.971, -2.751, -6.379)  0.0833
H (3.011, -4.120, -6.463)  0.0917
H (5.057, -3.367, -5.300)  0.0905
H (5.039, -1.241, -4.041)  0.1009
H (2.981, 0.102, -3.925)  0.0669
O (0.394, 0.008, 2.554)  -0.3832
Si (-0.127, -0.145, 4.004)  0.3948
C (0.886, -1.401, 5.033)  -0.2061
C (1.562, -2.389, 4.326)  -0.0865
C (2.345, -3.335, 4.959)  -0.0930
C (2.452, -3.328, 6.340)  -0.1213
C (1.801, -2.347, 7.067)  -0.1170
C (1.037, -1.392, 6.415)  -0.1206
C (-0.122, 1.509, 4.957)  -0.2044
C (1.018, 1.956, 5.612)  -0.1017
C (1.077, 3.212, 6.188)  -0.1081
C (-0.013, 4.061, 6.108)  -0.1238
C (-1.159, 3.637, 5.456)  -0.1099
C (-1.206, 2.375, 4.891)  -0.0942
C (-1.934, -0.778, 4.155)  -0.2064
C (-2.704, -0.883, 3.003)  -0.0847
C (-3.985, -1.407, 3.028)  -0.0951
C (-4.532, -1.833, 4.226)  -0.1242
C (-3.794, -1.711, 5.392)  -0.1166
C (-2.513, -1.188, 5.350)  -0.0998
H (1.482, -2.381, 3.250)  0.0856
H (2.882, -4.072, 4.377)  0.0970
H (3.050, -4.076, 6.848)  0.0872
H (1.901, -2.320, 8.148)  0.0880
H (0.554, -0.617, 7.000)  0.0928
H (1.878, 1.302, 5.656)  0.1003
H (1.977, 3.538, 6.695)  0.0908
H (0.033, 5.049, 6.549)  0.0863
H (-2.012, 4.302, 5.385)  0.0900
H (-2.101, 2.055, 4.374)  0.0989
H (-2.271, -0.545, 2.077)  0.0771
H (-4.558, -1.493, 2.113)  0.0934
H (-5.527, -2.261, 4.254)  0.0860
H (-4.223, -2.035, 6.335)  0.0879
H (-1.945, -1.096, 6.266)  0.0921

Computed properties:
Orbital gap (alpha / beta): 4.090 / 6.939 eV
Relative energy (zero: lowest compared OMol25 entry of this formula, charge and spin): 0.000 eV
Net charge: -2
M: 1245.50 g mol⁻¹
Expectation value of S²: 0.772
Multiplicity: 2

=====

5.
Molecular formula: C18H20N2O4
Method: DFT, the ωB97M-V functional and the def2-TZVPD basis

Each line ends with the Löwdin charge.
Cartesian coordinates (Å):
C (-4.749, -2.506, -1.063)  -0.0008
H (-5.719, -2.520, -0.937)  0.0209
O (-4.116, -1.110, -1.152)  -0.1017
C (-4.357, -0.488, -0.004)  -0.3114
C (-4.923, -1.123, 1.053)  0.0248
C (-5.083, -0.218, 2.374)  -0.1085
C (-4.667, 1.046, 2.437)  -0.0607
C (-4.073, 1.686, 0.965)  0.0598
C (-4.024, 0.898, -0.139)  -0.2168
C (-3.341, 1.378, -1.326)  -0.1442
C (-1.958, 1.335, -1.304)  -0.3791
N (-1.272, 2.234, -1.132)  0.2727
O (0.268, 1.845, -1.098)  0.0451
C (0.867, 1.212, -0.190)  -0.5524
O (0.307, 0.200, 0.233)  0.0817
C (2.275, 1.385, -0.075)  0.0305
O (3.052, 0.024, -0.162)  0.0263
C (4.326, 0.115, 0.112)  -0.2636
C (5.260, 1.408, 0.094)  0.0279
C (6.485, 1.219, 0.519)  -0.1306
C (7.040, -0.083, 0.427)  -0.0830
C (6.174, -1.113, 0.544)  -0.0948
C (4.929, -0.993, 0.202)  -0.2646
C (3.998, -2.263, 0.173)  0.0504
H (4.596, -3.047, 0.029)  0.0154
H (3.800, -2.379, -1.040)  0.1579
H (3.188, -2.395, 0.625)  -0.0066
H (6.774, -2.027, 0.449)  0.1332
H (8.064, -0.215, 0.821)  0.1111
H (7.155, 2.021, 0.569)  0.0885
H (4.741, 2.399, 0.013)  0.1064
H (2.521, 1.950, 0.598)  0.0317
H (2.638, 2.081, -1.045)  0.2125
N (-1.571, -0.246, -1.704)  0.1732
H (-2.331, -0.859, -1.710)  0.0110
H (-0.606, -0.274, -1.365)  0.0424
H (-3.814, 0.954, -2.354)  0.1986
H (-3.527, 2.522, -1.092)  0.1590
H (-3.710, 2.726, 1.049)  0.1031
H (-4.749, 1.933, 3.238)  0.1252
H (-5.363, -0.606, 3.397)  0.1064
H (-5.439, -1.891, 1.512)  0.0721
H (-4.732, -2.915, -2.130)  0.1191
H (-4.332, -3.301, -0.411)  0.1122

Computed properties:
SMILES: COc1ccccc1C/C(N)=N/OC(=O)COc1ccccc1C
Orbital gap: 8.663 eV
Relative energy (zero: lowest compared OMol25 entry of this formula, charge and spin): 16.911 eV
M: 328.37 g mol⁻¹

=====

6.
Molecular formula: C37H41LaN7Sb
Method: DFT, the ωB97M-V functional and the def2-TZVPD basis

Each line ends with the Löwdin charge.
Cartesian coordinates (Å):
La (-0.034, -0.357, -0.306)  1.8694
C (-1.350, 0.648, 2.729)  -0.1810
C (-2.616, 0.128, 2.083)  -0.1794
N (-2.588, 0.284, 0.608)  -0.1239
C (-2.996, 1.626, 0.158)  -0.1378
C (-1.885, 2.599, -0.166)  -0.2496
C (-2.243, 3.870, -0.582)  0.0052
C (-1.251, 4.772, -0.918)  -0.0053
C (0.074, 4.375, -0.839)  -0.0014
C (0.354, 3.088, -0.421)  -0.2680
C (1.805, 2.645, -0.438)  -0.1383
N (2.089, 1.307, 0.116)  -0.1202
C (2.759, 1.303, 1.440)  -0.1558
C (1.912, 1.199, 2.701)  -0.2896
N (-0.220, -0.184, 2.227)  -0.1827
N (-0.605, 2.212, -0.087)  0.0358
H (-1.432, 0.581, 3.814)  0.1277
H (-1.176, 1.689, 2.469)  0.1034
H (-3.481, 0.634, 2.518)  0.1299
H (-2.727, -0.938, 2.300)  0.1292
H (-3.262, -0.361, 0.213)  0.1158
H (-3.646, 2.092, 0.904)  0.1353
H (-3.592, 1.513, -0.747)  0.1405
H (-3.289, 4.144, -0.644)  0.1335
H (-1.506, 5.771, -1.249)  0.1284
H (0.879, 5.049, -1.107)  0.1317
H (2.408, 3.411, 0.058)  0.1302
H (2.120, 2.651, -1.484)  0.1420
H (2.762, 0.885, -0.514)  0.0998
H (3.375, 2.202, 1.538)  0.1370
H (3.454, 0.467, 1.435)  0.0914
H (1.268, 3.131, 2.202)  0.1155
H (2.663, 1.182, 3.499)  0.1600
H (-0.521, -1.135, 2.440)  0.0598
C (2.007, -1.602, -3.169)  -0.0239
C (2.838, -1.863, -1.948)  -0.3102
C (4.139, -2.341, -2.073)  0.0019
C (4.893, -2.582, -0.946)  -0.0195
C (4.318, -2.362, 0.301)  -0.1240
C (3.013, -1.900, 0.372)  -0.4610
N (2.286, -1.639, -0.737)  -0.0677
Sb (2.267, -1.956, 2.434)  1.6135
C (1.090, -0.090, 2.950)  -0.5027
C (0.889, -0.297, 4.427)  -0.1757
C (0.816, 0.658, 5.364)  -0.0736
C (0.815, 2.112, 5.257)  -0.0389
C (0.875, 2.890, 4.157)  -0.3190
C (0.686, 4.376, 4.222)  -0.0139
N (1.110, 2.403, 2.880)  0.0714
C (0.549, -3.157, 1.858)  -0.4461
C (0.292, -4.276, 2.631)  -0.1002
C (-0.685, -5.174, 2.212)  -0.0191
C (-1.348, -4.932, 1.028)  0.0034
C (-1.054, -3.787, 0.291)  -0.3108
C (-1.736, -3.511, -1.018)  -0.0202
N (-0.132, -2.905, 0.713)  -0.0452
H (2.629, -1.575, -4.061)  0.0934
H (1.449, -0.667, -3.112)  0.0462
H (1.266, -2.394, -3.299)  0.0917
H (4.549, -2.512, -3.060)  0.1279
H (5.911, -2.944, -1.028)  0.1272
H (4.876, -2.562, 1.207)  0.0884
H (0.776, -1.326, 4.767)  0.0864
H (0.679, 0.299, 6.379)  0.1170
H (0.668, 2.638, 6.191)  0.1111
H (0.326, 4.686, 5.199)  0.0894
H (-0.038, 4.702, 3.470)  0.0872
H (1.629, 4.892, 4.022)  0.0950
H (0.856, -4.455, 3.537)  0.0994
H (-0.913, -6.054, 2.800)  0.1269
H (-2.098, -5.621, 0.662)  0.1279
H (-2.613, -4.142, -1.145)  0.0939
H (-1.051, -3.720, -1.843)  0.0967
H (-2.048, -2.471, -1.129)  0.0321
C (-1.093, -0.365, -2.454)  -0.2860
C (-1.562, -0.410, -3.588)  -0.1515
C (-2.098, -0.491, -4.920)  -0.2700
C (-2.906, 0.527, -5.429)  -0.0408
C (-3.414, 0.435, -6.715)  -0.0691
C (-3.121, -0.668, -7.505)  -0.0673
C (-2.317, -1.687, -7.007)  -0.0689
C (-1.807, -1.600, -5.722)  -0.0410
H (-3.132, 1.387, -4.812)  0.1108
H (-4.040, 1.228, -7.103)  0.1100
H (-3.520, -0.736, -8.509)  0.1114
H (-2.089, -2.548, -7.622)  0.1098
H (-1.182, -2.391, -5.326)  0.1075

Computed properties:
Orbital gap: 7.119 eV
Relative energy (zero: lowest compared OMol25 entry of this formula, charge and spin): 1.901 eV
Net charge: +2
M: 844.45 g mol⁻¹